Molecular formula: B4CuF16
Method: DFT, the ωB97M-V functional and the def2-TZVPD basis

Geometry as XYZ:
```
21
Properties=species:S:1:pos:R:3:forces:R:3
Cu -0.152 0.072 -0.105 0.025 -0.557 0.049
B -1.724 1.584 -1.467 -0.211 0.117 -0.349
F -1.701 0.144 -1.647 0.013 0.141 0.317
F -2.568 2.170 -2.390 -0.001 0.010 -0.051
F -2.109 1.843 -0.152 -0.070 0.062 -0.002
F -0.384 1.975 -1.619 0.027 0.219 -0.014
B 2.213 1.310 1.038 0.441 -0.112 0.009
F 2.869 2.216 0.208 -0.054 -0.063 0.105
F 0.796 1.613 1.032 -0.549 -0.288 -0.344
F 2.297 -0.001 0.527 -0.020 0.184 0.135
F 2.688 1.386 2.340 -0.018 0.028 -0.053
B 0.945 -1.817 -1.728 -0.041 0.229 -0.060
F 0.101 -2.102 -0.618 -0.034 0.236 -0.005
F 0.983 -0.340 -1.750 -0.178 -0.046 0.409
F 2.220 -2.274 -1.500 -0.163 -0.217 -0.357
F 0.351 -2.240 -2.906 0.391 -0.116 0.172
B -1.381 -1.120 2.188 0.464 -0.557 0.403
F -1.863 -0.586 0.942 0.158 0.440 -0.269
F -1.740 -2.464 2.283 0.049 0.239 -0.043
F 0.026 -0.960 2.055 -0.164 -0.036 0.105
F -1.868 -0.408 3.271 -0.064 0.087 -0.155
```
Positions in Å, forces in eV/Å.

Results
multiplicity	2
charge	-2
<S²>	0.751
gap between HOMO and LUMO (alpha / beta)	12.04 / 9.58	eV

Formally, the Mulliken partial charges of the atoms, in units of the elementary charge, are as follows: Cu 2.443; B 0.556; F -0.426; F -0.363; F -0.365; F -0.350; B 0.487; F -0.387; F -0.504; F -0.384; F -0.379; B 0.468; F -0.404; F -0.449; F -0.359; F -0.375; B 0.369; F -0.386; F -0.390; F -0.422; F -0.380

Molecular formula: C6H9IN3
Method: DFT, the ωB97M-V functional and the def2-TZVPD basis

Geometry as XYZ:
```
19
Properties=species:S:1:pos:R:3:forces:R:3
N 0.383 2.371 -1.290 -0.095 0.098 -0.131
C 0.476 1.703 -0.130 -0.458 -0.384 -1.930
C 0.913 0.436 0.032 2.811 0.103 -0.337
I 2.180 -0.500 -1.551 -0.686 0.786 0.826
C 1.229 -0.034 1.385 -2.357 -2.344 -1.827
C 0.840 -1.313 1.682 1.296 3.061 -0.704
C 0.220 -2.235 0.786 -1.112 2.497 -1.068
N -0.628 -1.883 -0.106 1.183 -1.331 0.164
C -1.016 -0.804 -0.694 -1.813 0.676 0.376
N -2.220 -0.306 -0.439 1.042 0.359 -0.965
H -0.310 3.112 -1.471 1.028 -0.657 0.230
H 0.985 1.993 -2.015 -0.441 0.495 -0.346
H -0.041 2.104 0.682 -0.691 0.912 1.403
H 1.599 0.710 2.038 0.410 0.117 1.113
H 1.004 -1.580 2.653 0.507 -1.389 2.352
H 0.412 -3.237 0.862 0.243 -2.561 0.465
H -0.520 -0.372 -1.567 -0.099 -0.562 0.171
H -2.908 -0.475 0.229 -0.417 -1.329 1.811
H -2.599 0.309 -1.084 -0.349 1.451 -1.604
```
Positions in Å, forces in eV/Å.

Results
multiplicity	1
charge	+1
SMILES	N/C=C(I)/C=C\C=N/C=[NH2+]
gap between HOMO and LUMO	7.71	eV

Formally, the Mulliken partial charges of the atoms, in units of the elementary charge, are as follows: N -0.330; C -0.181; C -0.471; I 0.252; C -0.236; C -0.539; C -0.350; N -0.338; C 0.231; N -0.282; H 0.246; H 0.173; H 0.409; H 0.480; H 0.493; H 0.546; H 0.466; H 0.204; H 0.228

Relative energy (zero: lowest compared OMol25 entry of this formula, charge and spin) per entry: 3.1; 37.6 kcal per mole